(1)
DFT (wB97M-V/def2-TZVPD) results for the ion C6H16N2 with charge +1 in a non-equilibrium geometry.

Geometry (Å):
N 1.8754 0.0793 0.3658
H 3.6036 1.2409 -0.1082
H -4.1653 0.1414 1.1368
H 1.3813 1.9010 -0.6891
H -0.4316 0.7678 0.9068
C 3.2555 0.2097 0.1048
H 0.5127 -1.5483 0.6821
N -1.2389 -0.1345 -0.6555
H 1.8344 -1.9206 -0.4847
C -2.6704 -0.0379 -0.5491
H -2.5210 0.4331 1.6302
H -0.9873 -0.3225 -1.6395
H -2.9459 -1.2945 1.3550
C -3.1303 -0.2712 0.9944
H 3.7576 -0.1835 0.9997
C 1.0739 0.8269 -0.6323
H 2.1701 -1.8119 1.2761
H -3.1985 -0.7852 -1.1535
C 1.5807 -1.3315 0.4732
H 3.2317 -0.0488 -1.0036
H 1.1349 0.2524 -1.6441
C -0.3447 0.9086 -0.1895
H -0.8068 1.9205 -0.3869
H -2.9709 1.0086 -0.7890

Values from the calculation:
Charge   +1
Lowest unoccupied orbital energy (alpha / beta)   -2.6244 / -7.7670 eV
Molar mass   116.2 g/mol
E_HOMO (alpha / beta)   -12.99 / -12.38 eV
Max |F|   0.072 hartree/bohr
Multiplicity   2
Calculated total energy   -9451.4979 eV
Expectation value of S²   0.76

These are the natural (NBO) partial charges, in e, on atoms 1 to 4: number 1, N, carries -0.018; number 2, H, carries 0.253; number 3, H, carries 0.236; number 4, H, carries 0.264

(2)
DFT (wB97M-V/def2-TZVPD) results for a structure of composition C18H28NSY in a non-equilibrium geometry.

Geometry (Å):
H -2.4189 3.5582 -0.4151
H -2.1707 -1.1533 2.2723
H 3.0739 1.2506 -0.6964
H -0.8024 -0.9322 -3.4082
H -3.0199 1.4238 -2.6300
C 2.4534 0.9413 -1.5456
C 1.0009 1.1408 -1.2827
C -2.1259 -0.9039 1.2003
C -2.0651 2.7238 0.2131
C 1.9338 -1.6807 2.3987
H 0.4165 3.4511 1.2569
H 1.8929 0.4617 0.8890
C 0.1498 -0.5009 -3.0849
C -1.2909 0.9129 -1.4627
H -3.9107 -3.5968 -0.1625
C 4.4212 -1.0415 1.2907
C 4.0955 -0.5950 2.5560
H 1.3844 3.9702 -0.1432
H 1.0033 -2.0725 2.8277
H -3.3598 0.3937 -1.2336
H 2.7880 1.5115 -2.4255
H 5.3747 -0.8657 0.7902
H -2.5871 -0.2860 -2.6732
C -2.3806 -2.1231 0.3415
C -0.0413 0.4191 -1.9413
H 2.6751 -0.1189 -1.7412
H 1.9716 2.6848 0.9390
N 3.4966 -1.7674 0.5860
H 3.7051 -2.0160 -0.3853
H -2.9424 2.1108 0.4648
S 1.0586 -2.5782 -0.0864
C 2.2085 -1.9760 1.0416
H -2.1740 -1.8833 -0.7184
C 0.3917 2.0784 -0.3813
C -1.0306 1.9208 -0.4870
H 0.5813 0.0204 -3.9541
H -1.6776 3.1490 1.1474
H -4.5461 -1.9655 0.0864
C -2.6243 0.5935 -2.0227
H -2.8486 -0.1059 0.9944
H 4.8243 0.0111 3.0948
C 2.8731 -0.9497 3.1393
C -3.8089 -2.6912 0.4431
H -4.0601 -2.9441 1.4779
H 0.8243 -1.3250 -2.8233
H 2.6525 -0.6403 4.1620
H -1.6612 -2.9190 0.6070
C 1.0774 3.0967 0.4562
Y 0.0810 -0.2034 0.8025

Values from the calculation:
Charge   +2
Lowest unoccupied orbital energy (alpha / beta)   -9.9825 / -9.9862 eV
Molar mass   379.4 g/mol
E_HOMO (alpha / beta)   -14.63 / -14.55 eV
Max |F|   0.049 hartree/bohr
Calculated total energy   -32470.2654 eV

These are the natural (NBO) partial charges, in e, on atoms 1 to 4: number 1, H, carries 0.271; number 2, H, carries 0.248; number 3, H, carries 0.236; number 4, H, carries 0.240

(3)
DFT (wB97M-V/def2-TZVPD) results for a cluster of 2 separate species, C5H10O in total.

Geometry (Å):
H -1.5318 -2.6687 0.7127
H -0.2174 1.9824 0.0200
C 1.4866 0.6489 0.5282
H 1.5233 -1.4333 -0.2652
H 0.4075 -1.2544 1.0846
C -1.5895 0.2103 -0.3536
C 0.5050 1.3197 -0.4576
H 2.5398 0.7590 0.2530
C 0.8506 -0.7314 0.2375
H -0.0940 -0.3876 -1.7651
H -2.1400 0.7143 -1.1769
H 0.9268 1.8310 -1.3263
H -1.7527 -1.9945 0.9405
C -0.1627 -0.0716 -0.7221
H 1.3670 0.9816 1.5609
O -2.1184 0.0944 0.7294

Values from the calculation:
Lowest unoccupied orbital energy   1.1030 eV
Molar mass   86.1 g/mol
E_HOMO   -9.74 eV
Max |F|   0.013 hartree/bohr
Calculated total energy   -7392.4374 eV
SMILES   O=CC1CCC1.[H][H]

These are the natural (NBO) partial charges, in e, on atoms 1 to 4: number 1, H, carries -0.034; number 2, H, carries 0.209; number 3, C, carries -0.402; number 4, H, carries 0.212

(4)
DFT (wB97M-V/def2-TZVPD) results for a structure of composition C16H18IKN8O8S2Se in a non-equilibrium geometry.

Geometry (Å):
N -0.2241 1.4284 -2.6891
O 1.3253 3.3077 0.3502
C -1.1087 -3.2640 1.5746
H 1.8069 -0.3840 2.9358
H 0.6538 3.9998 2.8782
H -0.1711 5.1502 -1.7387
C -1.9630 -3.6367 3.8104
H 2.3373 3.8167 2.8370
H -0.2578 -0.9577 -6.0629
H 3.2758 1.9978 3.3676
C 1.3347 2.1582 3.0025
S -1.4453 -3.0966 -3.2797
O 3.6486 3.6091 1.6160
C -1.2624 2.0114 -2.1485
N -0.4478 -2.8058 -0.6575
C -0.0184 -2.1636 -2.7220
N -0.7157 2.1577 2.0256
C -1.2980 -2.8158 2.8937
N 0.3198 1.4664 2.4930
N 2.4302 1.4416 3.3347
O 3.1243 1.3998 0.1997
I -2.9304 0.7649 -1.8304
C 0.8427 2.1828 -2.9482
C -2.2532 -5.3248 2.1268
H -2.3271 -2.4301 -5.4068
C -1.5969 -4.5168 1.2160
C -1.3261 3.3476 -1.7973
O -1.1038 3.2046 2.5441
Se 2.9428 3.0350 0.2494
H -0.4038 -1.2234 2.4961
O -1.2915 1.6529 1.0759
C -0.2058 4.1169 -2.0546
C 0.8974 3.5319 -2.6589
C -2.4332 -4.8767 3.4295
H -2.1901 3.7440 -1.2867
H -2.0938 -3.2656 4.8190
N 2.6760 0.1321 2.8563
K 0.7698 0.8048 0.0064
H -2.6235 -6.2968 1.8257
H 1.8213 4.0739 -2.7895
C -1.3153 -2.5388 -5.0131
H -0.7836 -3.2875 -5.6038
H -1.4461 -4.8330 0.1936
H 1.6971 1.6595 -3.3610
N 1.4401 3.4864 3.2417
S 0.9159 -1.4342 -4.0188
C -0.3936 -2.3927 0.5928
H 2.8885 0.2518 1.8560
O -0.8701 -1.6130 3.3029
N 0.2903 -2.0215 -1.5098
O 0.1805 -1.3481 1.0204
H -1.1668 -0.4128 -4.6289
H -2.9446 -5.5001 4.1547
O 3.5563 3.7250 -1.0710
C -0.5636 -1.2193 -5.0493

Values from the calculation:
Charge   -2
Lowest unoccupied orbital energy   3.8696 eV
Molar mass   759.5 g/mol
E_HOMO   -2.54 eV
Max |F|   0.030 hartree/bohr
Calculated total energy   -156625.8723 eV

These are the natural (NBO) partial charges, in e, on atoms 1 to 4: number 1, N, carries -0.498; number 2, O, carries -1.196; number 3, C, carries -0.227; number 4, H, carries 0.369

(5)
DFT (wB97M-V/def2-TZVPD) results for the ion C5H11NP with charge +1 in a non-equilibrium geometry.

Geometry (Å):
H -2.4216 -0.2940 1.3423
C -0.9377 -0.1466 -0.1783
P 2.4539 1.2877 0.0598
H -0.7196 -0.3663 -1.1903
C 1.4680 -0.3312 0.4749
C -3.2990 0.5850 -0.4258
C -0.0214 -0.0575 0.7977
H -0.1581 0.3090 1.7568
H 2.3736 -0.8053 -1.5065
H 0.6228 -0.9957 -1.2953
C -2.3552 0.1087 0.3120
H 1.6539 -2.0685 -0.7044
H 1.8137 -0.9277 1.3357
H 3.5495 1.1260 0.8302
H 1.6981 2.1087 0.8060
N 1.6738 -1.0903 -0.7949
H -4.2682 0.7349 -0.2332
H -3.1265 0.8231 -1.3867

Values from the calculation:
Charge   +1
Lowest unoccupied orbital energy   -3.5117 eV
Molar mass   116.1 g/mol
E_HOMO   -12.99 eV
Max |F|   0.101 hartree/bohr
Calculated total energy   -16132.1261 eV
SMILES   C=C/C=C/[C@@H]([NH3+])P

These are the natural (NBO) partial charges, in e, on atoms 1 to 4: number 1, H, carries 0.218; number 2, C, carries -0.203; number 3, P, carries 0.314; number 4, H, carries 0.174

(6)
DFT (wB97M-V/def2-TZVPD) results for a cluster of 2 separate species, C4H13N2P in total in a non-equilibrium geometry.

Geometry (Å):
H -0.2882 -0.4932 2.2262
C 0.6032 -0.3594 1.7827
C 2.0963 1.1536 -0.5550
P 1.9482 -0.7224 -0.3135
N -0.8447 -0.3227 -0.7354
H 1.7718 1.5674 0.4371
H 1.5113 1.7129 -1.2638
H -2.4860 0.5884 -0.0810
H -2.2400 -1.2671 -1.7900
H -1.4559 1.7321 -1.0590
H 1.2391 -1.1636 -1.5116
H -1.0846 -2.2825 -0.7639
H 0.6891 0.7648 1.8859
H 1.3857 -0.8142 2.3737
H -0.8992 1.2887 0.5584
N 0.6288 -1.0278 0.5423
H -2.5467 -1.3374 -0.0260
C -1.4994 0.9077 -0.2704
C -1.7617 -1.3847 -0.8644
H 3.2326 1.4596 -0.5721

Values from the calculation:
Lowest unoccupied orbital energy (alpha / beta)   0.0145 / 0.2668 eV
Molar mass   120.1 g/mol
E_HOMO (alpha / beta)   -8.21 / -7.97 eV
Max |F|   0.075 hartree/bohr
Calculated total energy   -16622.8631 eV

These are the natural (NBO) partial charges, in e, on atoms 1 to 4: number 1, H, carries 0.196; number 2, C, carries -0.460; number 3, C, carries -0.975; number 4, P, carries 0.818